(1)
ORCA calculation (ωB97M-V with the def2-TZVPD basis set) on C10H18AsBiF6NO8PS6 as an isolated structure in a non-equilibrium geometry.

Element x y z (Å)
1 Bi -0.15829 -0.73810 0.17321
2 F -4.65934 2.37781 1.43485
3 C -3.88577 2.20907 0.35138
4 F -4.44040 2.94563 -0.62188
5 F -3.99961 0.92843 0.00515
6 S -2.07778 2.73588 0.63329
7 O -1.43533 1.52039 1.04212
8 O -2.19246 3.80811 1.56571
9 N -1.67081 3.26584 -0.78588
10 S -1.16950 2.19246 -1.82117
11 O 0.21637 2.26631 -2.13683
12 O -1.77192 0.90201 -1.66500
13 C -2.01926 2.89319 -3.36652
14 F -1.73033 4.18669 -3.54075
15 F -3.34988 2.79195 -3.30765
16 F -1.63854 2.25119 -4.48085
17 S 3.80221 -2.01125 2.74237
18 As 1.86345 -1.20751 2.66911
19 S 1.63546 0.51745 1.19868
20 S 0.33271 -2.55849 1.73669
21 S 1.35137 -0.74728 4.65157
22 C 3.72626 -1.53523 -3.27980
23 C 4.03743 -2.26399 -1.97478
24 C 4.27703 -1.26541 -0.84775
25 C 5.27913 -3.14639 -2.13953
26 O 2.99217 -3.18019 -1.63180
27 P 1.42874 -2.86949 -1.71424
28 O 0.65500 -3.85096 -0.94441
29 O 1.21877 -1.37565 -1.42254
30 O 1.07280 -2.93306 -3.30710
31 C 0.78574 -4.16941 -3.93844
32 C 1.81363 -5.23981 -3.57063
33 C -0.61047 -4.65467 -3.54299
34 C 0.83312 -3.87519 -5.44364
35 H 4.51290 -0.81414 -3.49203
36 H 2.77707 -1.01760 -3.18848
37 H 3.64985 -2.24579 -4.10106
38 H 5.18501 -0.69852 -1.04252
39 H 4.38515 -1.78650 0.10129
40 H 3.45067 -0.56770 -0.76710
41 H 6.13166 -2.53464 -2.42654
42 H 5.10406 -3.90772 -2.89772
43 H 5.48869 -3.63965 -1.19460
44 H 1.79405 -5.38621 -2.49595
45 H 2.81268 -4.92043 -3.85423
46 H 1.57707 -6.17380 -4.07803
47 H -0.63032 -4.79707 -2.46802
48 H -0.83909 -5.59240 -4.04539
49 H -1.35541 -3.90994 -3.81169
50 H 1.82541 -3.53221 -5.72646
51 H 0.11758 -3.09194 -5.68208
52 H 0.58947 -4.77146 -6.01009

Cartesian forces, eV/Å:
-0.7 -0.3 -0.7
0.4 0.1 0.3
-0.2 0.0 0.0
0.1 0.1 -0.1
0.2 -0.1 0.0
-1.5 -0.1 0.4
0.0 0.1 0.2
0.1 0.3 0.0
0.4 0.0 0.2
-0.7 0.6 -1.7
0.5 0.1 0.1
-0.2 -0.4 -0.2
0.0 0.0 0.1
0.2 0.1 0.1
-0.1 -0.1 0.3
0.3 -0.2 0.3
0.1 -0.1 -0.6
0.7 -0.3 1.4
0.6 0.3 0.6
0.3 -0.2 0.6
-0.6 0.4 -0.2
0.0 -0.2 0.1
0.9 0.5 -0.2
-0.2 -0.2 -0.1
-0.4 0.1 0.1
-0.6 -0.2 0.1
0.0 0.6 -0.5
0.0 -0.3 -0.1
0.1 -0.4 -0.1
0.2 0.3 0.6
-0.2 -0.7 -0.7
-0.1 0.2 -0.1
0.2 0.2 0.0
0.0 0.0 0.4
0.1 0.1 0.0
0.0 0.2 -0.1
0.0 0.0 -0.2
0.2 0.1 -0.1
0.0 0.0 0.1
-0.1 0.1 0.1
0.1 0.0 0.0
0.0 -0.1 -0.1
0.1 -0.1 0.1
0.0 -0.2 0.1
0.2 0.0 -0.1
0.0 -0.1 0.0
-0.1 -0.1 0.1
0.0 -0.1 -0.1
-0.1 0.1 -0.1
0.1 0.0 0.0
-0.1 0.1 -0.1
0.0 -0.1 -0.1

Calculated values
Orbital gap: 6.01 eV
F_max: 0.038 Eh/bohr
Total charge: -2
Highest occupied orbital energy: -1.8 eV
Energy above the lowest of the compared OMol25 structures with the same formula, charge and spin: 1.009 eV



(2)
ORCA calculation (ωB97M-V with the def2-TZVPD basis set) on an isolated ion of composition C10H18BBrNO5 and charge -1 in a non-equilibrium geometry.

Element x y z (Å)
1 C -3.48672 1.02668 1.05160
2 C -4.02306 -0.03580 0.07497
3 C -3.23892 -1.35831 0.09364
4 O -3.77690 -2.34554 -0.32294
5 O -2.00464 -1.23083 0.56500
6 C -1.18787 -2.39725 0.54877
7 C 0.21554 -2.16317 -0.09443
8 B 0.27269 -0.96000 -1.19791
9 Br -1.21137 -1.25033 -2.60221
10 O 1.51618 -0.97342 -2.02921
11 C 2.03063 0.33949 -1.94381
12 N 1.11091 1.21643 -2.69020
13 C 1.65628 0.57882 -0.40368
14 C 2.11675 1.90832 0.22830
15 C 3.20949 1.57463 1.30277
16 C 2.74470 0.60565 2.38606
17 O 2.95830 2.05870 2.60835
18 O 0.27503 0.33745 -0.48391
19 H -2.42887 1.25037 0.88161
20 H -4.04677 1.95898 0.85378
21 H -3.70019 0.76980 2.09805
22 H -5.09334 -0.24230 0.18466
23 H -3.89758 0.33444 -0.95619
24 H -1.61705 -3.28880 0.08605
25 H -0.98588 -2.66773 1.60118
26 H 0.93975 -1.93235 0.70432
27 H 0.53980 -3.10285 -0.57178
28 H 3.09844 0.44635 -2.20299
29 H 0.93653 0.76301 -3.58419
30 H 1.49667 2.14557 -2.83612
31 H 2.18918 -0.26927 0.06428
32 H 2.64016 2.48701 -0.54515
33 H 1.33557 2.45793 0.76061
34 H 4.24827 1.48571 0.96278
35 H 3.49429 0.00169 2.89289
36 H 1.67398 0.47093 2.51504

Cartesian forces, eV/Å:
-0.9 0.5 -0.4
1.2 0.2 0.0
-1.3 1.3 -0.2
0.2 -1.1 0.1
-0.3 -0.4 -0.1
2.2 -1.1 0.5
-0.6 0.1 -0.3
0.7 -0.2 0.5
-0.8 0.1 -0.2
0.6 0.5 -0.3
-1.8 0.2 1.8
1.1 0.0 -0.8
0.6 0.3 -1.8
1.4 -0.9 0.6
-2.2 -1.3 0.4
0.6 2.7 -0.4
0.9 -0.4 -0.1
0.3 -0.3 0.8
-0.2 -0.3 0.2
0.2 -0.2 0.1
0.3 -0.1 -0.2
0.3 -0.1 0.2
0.0 -0.1 0.2
-0.6 0.7 -0.1
-0.5 0.2 -0.2
-0.1 0.0 -0.2
-0.1 0.2 0.2
-0.2 -0.4 0.0
-0.1 0.3 0.0
0.1 -0.2 -0.2
-0.2 0.3 0.3
-0.6 0.4 0.1
0.0 0.0 -0.4
-0.2 0.2 0.3
-0.4 -0.1 0.0
0.3 -0.8 -0.4

Calculated values
Orbital gap: 8.15 eV
F_max: 0.055 Eh/bohr
Total charge: -1
Highest occupied orbital energy: -5.0 eV



(3)
ORCA calculation (ωB97M-V with the def2-TZVPD basis set) on one molecule with the formula C10H18BN3 in a non-equilibrium geometry.

Element x y z (Å)
1 C -1.38481 2.34017 0.52230
2 N -1.88846 1.12291 0.18937
3 C -3.32224 0.96028 0.34977
4 B -1.05996 0.13481 -0.43757
5 N 0.27774 0.63892 -0.89685
6 C 1.55018 0.33621 -0.33173
7 C 2.61600 0.95003 -1.03416
8 C 3.86529 0.62765 -0.52546
9 C 4.07739 -0.11968 0.59727
10 C 2.92046 -0.69512 1.23332
11 C 1.67930 -0.54403 0.69574
12 N -1.28849 -1.22748 -0.52532
13 C -2.35342 -1.98152 0.29438
14 C -0.16250 -2.12612 -1.06014
15 H -1.55530 2.68357 1.55685
16 H -0.30646 2.48916 0.57952
17 H -1.83640 3.13781 -0.08168
18 H -3.58175 0.85447 1.46102
19 H -3.81792 1.92203 0.02948
20 H -3.54477 0.17442 -0.28404
21 H 0.35078 1.27599 -1.67210
22 H 2.55633 1.61810 -1.91415
23 H 4.65252 1.16879 -0.95606
24 H 5.01241 -0.22063 1.06928
25 H 3.04792 -1.34636 2.11919
26 H 0.81269 -0.95248 1.27417
27 H -1.96433 -2.64024 0.90804
28 H -2.85427 -1.22401 0.85158
29 H -3.06152 -2.40882 -0.49686
30 H 0.16250 -1.73920 -2.03127
31 H 0.82230 -2.02509 -0.54893
32 H -0.42121 -3.18455 -0.93498

Cartesian forces, eV/Å:
0.9 4.1 1.7
-0.6 -3.0 -0.9
0.8 3.0 2.0
1.5 1.5 0.5
0.3 -0.9 0.6
-2.6 2.1 -4.3
0.6 -1.3 1.4
-0.4 1.2 -0.3
-2.7 -1.2 1.3
2.7 -0.5 0.1
-0.5 -0.1 2.4
0.5 -3.4 0.9
-1.2 4.0 -5.9
-0.1 1.2 0.7
-0.9 -0.4 0.2
0.1 -0.6 -1.0
0.2 0.3 -0.2
0.0 -0.3 -1.5
0.2 -1.0 0.1
-1.4 -1.5 -0.8
-0.2 0.2 0.2
-0.5 -0.6 0.8
1.4 0.3 -0.6
1.1 -0.2 0.2
0.0 0.6 -0.5
0.7 0.5 -1.0
2.1 -3.5 2.8
-0.5 0.1 0.5
0.8 0.1 1.5
-0.8 -0.8 -0.4
-1.1 -0.1 0.4
-0.3 0.4 -0.8

Calculated values
Orbital gap: 8.19 eV
F_max: 0.141 Eh/bohr
Structure (SMILES): CN(C)B(Nc1ccccc1)N(C)C
Highest occupied orbital energy: -7.5 eV
Energy above the lowest of the compared OMol25 structures with the same formula, charge and spin: 0.000 eV



(4)
ORCA calculation (ωB97M-V with the def2-TZVPD basis set) on one molecule with the formula C10H18BNO in a non-equilibrium geometry.

Element x y z (Å)
1 B 1.94102 -0.41747 -2.93825
2 C 1.53175 1.32746 0.12414
3 C 1.54565 -0.24705 0.49007
4 C 0.10107 1.47304 -0.46164
5 C -0.12404 -0.71344 -1.36297
6 C 0.09821 0.66762 -1.81297
7 C 0.07371 -0.71064 0.19650
8 C -0.71497 0.59582 0.51824
9 C -0.35823 -2.08094 0.66628
10 C -2.20058 0.61022 0.08239
11 C -0.57084 1.36708 1.83884
12 N 1.53978 -1.53033 -2.29508
13 O 1.18714 0.67482 -2.72662
14 H 2.64724 -0.28089 -3.90546
15 H 1.61810 1.92241 0.97995
16 H 2.27845 1.49451 -0.66160
17 H 2.33883 -0.61273 -0.16839
18 H 1.71301 -0.32637 1.57052
19 H -0.21569 2.49780 -0.51065
20 H -0.94015 -1.23572 -1.75983
21 H -0.62525 1.10547 -2.38437
22 H 0.41621 -2.85098 0.31872
23 H -1.30787 -2.54389 0.34764
24 H -0.52679 -2.25221 1.84993
25 H -2.39893 1.61452 -0.30294
26 H -2.83269 0.59533 0.92312
27 H -2.43817 -0.14062 -0.65641
28 H 0.34004 1.16997 2.39995
29 H -1.37716 1.00016 2.53948
30 H -0.65264 2.42061 1.69315
31 H 1.51573 -2.51602 -2.10484

Cartesian forces, eV/Å:
0.2 -0.2 -1.9
-1.0 -2.2 -1.7
-0.5 1.8 0.0
2.4 -1.2 -0.5
4.1 -1.1 0.5
1.3 0.2 0.8
-0.1 -0.2 -1.3
-0.3 1.3 -1.2
0.4 -2.4 3.1
1.2 0.9 -0.2
-1.2 -2.6 1.8
-4.0 -0.5 3.2
0.1 3.1 0.6
0.5 -0.3 0.6
0.7 1.0 1.0
-0.1 0.4 0.5
-0.4 -0.9 0.7
0.4 -0.4 -0.4
-0.3 0.4 -0.3
-0.9 -1.1 -0.5
-2.6 0.6 -1.5
-0.8 1.1 0.7
0.1 1.0 -0.7
1.0 0.8 -2.4
0.0 -0.1 -0.5
-0.9 -0.8 1.1
-0.3 -0.1 -0.1
0.2 0.0 -0.2
0.6 0.7 -0.6
-0.3 0.7 -0.2
0.6 0.2 -0.5

Calculated values
Orbital gap: 9.93 eV
F_max: 0.099 Eh/bohr
Highest occupied orbital energy: -9.3 eV
Energy above the lowest of the compared OMol25 structures with the same formula, charge and spin: 2.753 eV